[1]
# HNO2

HNO2 as an isolated structure at a distorted geometry (ωB97M-V/def2-TZVPD, OMol25).

Cartesian coordinates (Å):
O1 1.343 -0.713 1.234
O2 -0.213 -1.937 0.204
N1 0.444 -0.985 0.494
H1 0.087 0.146 0.009

Computed properties:
Highest occupied orbital energy = -11.29 eV
Orbital gap = 0.4241 hartree
Strongest force on any atom = 0.1324 hartree/bohr



[2]
# C5H7F

One molecule with the formula C5H7F at a distorted geometry (ωB97M-V/def2-TZVPD, OMol25).

Cartesian coordinates (Å):
F1 -2.605 1.233 1.117
C1 1.303 -0.330 -1.907
C2 -1.711 0.560 1.887
C3 0.785 -0.546 -0.536
C4 -0.596 -0.034 1.471
C5 -0.252 0.088 0.019
H1 0.078 -0.479 2.187
H2 1.448 -1.167 0.069
H3 2.100 0.437 -1.802
H4 0.572 0.140 -2.611
H5 -1.957 0.537 2.917
H6 -0.964 0.758 -0.549
H7 1.800 -1.198 -2.262

Computed properties:
Highest occupied orbital energy = -8.58 eV
Orbital gap = 0.3576 hartree
Strongest force on any atom = 0.0497 hartree/bohr



[3]
# C23H49N3P4SeW

C23H49N3P4SeW as an isolated structure at a distorted geometry (ωB97M-V/def2-TZVPD, OMol25).

Cartesian coordinates (Å):
W1 -0.216 0.153 -0.684
Se1 -0.678 -2.314 -1.146
P1 0.753 1.462 1.291
P2 2.129 -1.087 -0.700
P3 -0.120 0.954 -2.806
P4 -2.596 0.039 -0.152
N1 -4.824 -0.385 1.409
N2 -5.120 -0.624 -1.034
N3 -4.827 1.602 -0.019
C1 -0.468 -0.206 -4.111
C2 -1.066 -5.081 -2.733
C3 -5.459 -1.150 0.293
C4 -3.711 -0.825 -1.386
C5 -1.110 -4.471 -1.473
C6 1.501 1.642 -3.094
C7 -1.658 -6.602 -0.473
C8 -1.302 -6.480 -2.853
C9 -1.287 2.317 -2.978
C10 -5.204 1.003 1.293
C11 -3.403 1.764 -0.186
C12 -0.245 -1.677 2.279
C13 -1.581 -7.246 -1.711
C14 -5.473 0.821 -1.083
C15 -3.373 -0.592 1.458
C16 1.579 2.944 0.577
C17 2.739 -2.322 0.531
C18 -0.641 -2.784 1.649
C19 1.983 1.019 2.594
C20 3.536 0.112 -0.643
C21 -0.529 2.261 2.343
C22 -1.446 -5.225 -0.372
C23 2.531 -1.980 -2.265
H1 -6.575 0.892 -0.907
H2 2.485 2.648 0.037
H3 -1.225 1.522 2.755
H4 -0.485 1.804 -0.382
H5 -1.120 2.948 1.729
H6 -0.956 -0.815 2.359
H7 -1.479 -0.623 -4.016
H8 -3.212 2.296 -1.117
H9 3.465 0.837 -1.466
H10 -1.290 -6.969 -3.823
H11 -6.310 1.039 1.334
H12 4.491 -0.429 -0.753
H13 -1.223 2.987 -2.111
H14 2.539 -1.300 -3.127
H15 0.894 3.424 -0.132
H16 2.121 -3.230 0.502
H17 1.297 2.243 -3.977
H18 1.820 2.287 -2.270
H19 0.063 -3.530 1.226
H20 -5.187 -2.211 0.363
H21 1.803 -2.790 -2.426
H22 -1.765 -8.322 -1.794
H23 -3.527 -0.452 -2.408
H24 -3.161 -1.657 1.637
H25 -5.198 1.225 -2.057
H26 -6.543 -1.016 0.439
H27 3.776 -2.622 0.294
H28 -2.297 1.908 -3.098
H29 -3.473 -1.908 -1.379
H30 -1.699 -2.925 1.408
H31 -1.022 2.868 -3.886
H32 1.526 0.370 3.333
H33 0.280 -1.003 -4.212
H34 -0.032 2.816 3.147
H35 2.739 -1.903 1.549
H36 2.242 0.875 -3.341
H37 3.548 0.632 0.324
H38 -1.906 -7.171 0.404
H39 1.823 3.647 1.386
H40 2.338 1.919 3.111
H41 3.536 -2.430 -2.180
H42 -4.743 1.586 2.110
H43 0.804 -1.299 2.276
H44 -0.403 0.427 -4.993
H45 2.848 0.475 2.211
H46 -2.972 -0.024 2.310
H47 -2.958 2.347 0.643
H48 -0.872 -4.489 -3.612
H49 -1.548 -4.728 0.572

Computed properties:
Net charge = +4
Highest occupied orbital energy (alpha / beta) = -19.49 / -19.39 eV
Spin multiplicity = 3
Orbital gap (alpha / beta) = 0.2142 / 0.1672 hartree
Strongest force on any atom = 0.1232 hartree/bohr



[4]
# C47H65BrFeN2O2SSb2

C47H65BrFeN2O2SSb2 as an isolated structure at a distorted geometry (ωB97M-V/def2-TZVPD, OMol25).

Cartesian coordinates (Å):
Sb1 -0.397 1.941 2.000
Sb2 2.523 0.470 2.724
Br1 -0.139 -1.786 0.967
Fe1 0.197 0.431 -0.370
S1 3.485 0.066 -1.312
O1 2.209 0.530 -0.596
O2 -1.107 -0.442 -1.441
N1 -1.922 4.752 -4.230
N2 -0.727 2.444 -1.630
C1 -1.473 -2.461 -0.239
C2 -4.449 1.118 0.588
C3 3.080 -1.505 -2.110
C4 2.283 6.029 1.689
C5 6.372 1.027 4.623
C6 -2.232 -2.061 -4.660
C7 4.371 1.323 3.351
C8 -5.281 1.748 1.503
C9 3.064 -1.561 2.552
C10 4.558 -3.200 1.620
C11 -2.667 -6.539 -0.125
C12 1.358 5.912 2.720
C13 -3.361 2.656 2.641
C14 6.747 2.328 4.312
C15 -2.986 -4.161 -0.884
C16 5.177 0.508 4.142
C17 0.522 4.805 2.784
C18 5.929 3.127 3.523
C19 -1.742 -1.622 -1.320
C20 -2.700 -2.100 -2.229
C21 -4.770 -5.295 0.408
C22 2.848 -3.865 3.188
C23 -2.522 2.034 1.720
C24 4.732 2.627 3.031
C25 4.127 -1.885 1.704
C26 -0.808 2.790 -3.049
C27 4.888 0.825 -3.544
C28 -0.540 1.893 4.145
C29 2.413 -2.551 3.285
C30 0.605 3.810 1.810
C31 2.373 5.040 0.718
C32 0.783 1.765 4.888
C33 -4.323 -6.046 -1.927
C34 1.492 0.444 4.612
C35 1.775 -1.520 -2.890
C36 -2.043 -3.684 0.016
C37 -4.737 2.513 2.526
C38 -3.674 -5.505 -0.651
C39 -3.065 -1.398 -3.550
C40 -3.070 1.255 0.698
C41 -3.282 -3.343 -1.968
C42 3.631 1.141 -2.741
C43 -2.770 0.106 -3.569
C44 -4.558 -1.575 -3.873
C45 3.915 -4.189 2.358
C46 -2.134 3.468 -3.458
C47 1.541 3.929 0.779
H1 -5.186 -1.250 -3.041
H2 6.225 4.141 3.286
H3 -0.191 4.727 3.596
H4 3.109 5.129 -0.072
H5 -3.118 -7.531 -0.136
H6 2.277 0.245 5.343
H7 1.438 2.607 4.646
H8 -5.385 2.996 3.247
H9 -4.698 -7.052 -1.740
H10 -1.039 2.822 4.415
H11 2.718 1.048 -3.331
H12 -3.180 0.525 -4.494
H13 1.299 6.678 3.483
H14 -0.680 3.263 -1.031
H15 -4.348 -4.907 1.338
H16 -1.700 0.287 -3.542
H17 5.405 -3.450 0.994
H18 -5.525 -4.591 0.052
H19 -1.752 -4.255 0.888
H20 -2.727 3.713 -2.579
H21 -4.867 0.501 -0.199
H22 2.938 6.890 1.649
H23 -6.355 1.633 1.428
H24 0.781 -0.383 4.629
H25 -1.554 1.908 -1.369
H26 -1.769 -6.567 -0.746
H27 -2.453 -1.605 -5.629
H28 -2.728 2.814 -4.093
H29 4.257 -5.213 2.295
H30 4.645 -1.110 1.150
H31 -2.816 5.194 -4.463
H32 1.476 -2.553 -3.067
H33 5.021 1.584 -4.313
H34 -4.017 -3.707 -2.670
H35 0.042 3.430 -3.300
H36 -0.704 1.871 -3.616
H37 -1.162 -1.951 -4.460
H38 4.096 3.251 2.413
H39 -1.432 4.582 -5.111
H40 -2.961 3.256 3.449
H41 1.630 3.146 0.030
H42 4.822 -0.139 -4.046
H43 3.945 -1.731 -2.737
H44 4.894 -0.510 4.383
H45 -4.808 -2.606 -4.112
H46 0.578 1.837 5.960
H47 -1.213 1.070 4.386
H48 3.676 2.144 -2.312
H49 1.591 -2.312 3.948
H50 7.682 2.722 4.687
H51 2.355 -4.639 3.762
H52 3.069 -2.215 -1.280
H53 -3.608 -6.105 -2.752
H54 -4.814 -0.980 -4.752
H55 7.009 0.405 5.239
H56 -2.437 0.711 0.006
H57 1.874 -1.033 -3.860
H58 5.779 0.831 -2.916
H59 -5.263 -6.244 0.627
H60 -1.374 5.430 -3.696
H61 0.963 -1.041 -2.340
H62 -5.175 -5.440 -2.243
H63 -3.239 0.616 -2.717
H64 -2.374 -6.331 0.906
H65 -2.459 -3.125 -4.728

Computed properties:
Net charge = +3
Highest occupied orbital energy (alpha / beta) = -14.05 / -14.13 eV
Spin multiplicity = 6
Orbital gap (alpha / beta) = 0.2557 / 0.1554 hartree
Strongest force on any atom = 0.0237 hartree/bohr



[5]
# C48H72F6N3O24S2

C48H72F6N3O24S2 as an isolated structure at a distorted geometry (ωB97M-V/def2-TZVPD, OMol25).

Cartesian coordinates (Å):
S1 0.101 -0.063 -0.852
S2 -1.577 -0.470 1.167
F1 2.516 0.861 -0.265
F2 -2.513 1.737 2.409
F3 0.869 1.931 0.850
F4 1.267 2.373 -1.271
F5 -4.071 0.501 1.371
F6 -3.258 -0.190 3.213
O1 2.961 -6.577 -5.909
O2 -2.528 -0.813 -9.590
O3 7.444 -0.040 -4.599
O4 -2.074 -1.829 0.950
O5 -6.570 -9.247 1.033
O6 9.506 0.372 -3.942
O7 9.119 2.618 2.537
O8 -5.225 -0.642 -3.178
O9 7.681 4.281 2.720
O10 1.208 5.911 8.203
O11 2.180 6.715 6.355
O12 -10.521 -4.922 5.162
O13 0.716 -1.285 -0.297
O14 -8.475 -5.649 5.362
O15 -7.261 -7.690 -0.486
O16 6.543 -1.530 8.363
O17 -3.153 0.209 -11.427
O18 -0.415 -0.411 2.037
O19 -9.625 8.154 -0.132
O20 -2.002 4.490 -1.600
O21 0.945 -5.845 -5.435
O22 -8.412 6.491 0.778
O23 5.535 -2.351 6.527
O24 0.052 -0.150 -2.332
N1 2.084 8.041 0.227
N2 -1.477 0.357 -0.145
N3 9.212 -3.635 0.833
C1 -6.376 -8.391 0.060
C2 7.504 4.983 0.526
C3 -2.592 1.528 -9.378
C4 3.088 9.832 -0.568
C5 -2.519 4.793 -2.921
C6 7.860 -3.258 0.728
C7 0.296 5.155 6.195
C8 0.683 -6.604 -3.182
C9 2.102 -6.376 -5.072
C10 -3.007 0.461 2.121
C11 9.372 -4.958 0.630
C12 -2.546 0.910 -8.014
C13 5.805 -1.353 7.413
C14 -11.221 -3.794 4.607
C15 7.453 -2.336 -4.774
C16 -9.018 7.132 -0.231
C17 3.964 -0.662 6.116
C18 1.318 6.024 6.840
C19 8.075 -5.465 0.491
C20 -1.991 -0.468 -8.289
C21 -5.249 -2.065 -3.285
C22 -4.530 -9.755 0.083
C23 0.016 -5.814 -4.375
C24 -9.222 -4.871 4.899
C25 -10.077 -2.821 4.339
C26 7.162 -4.437 0.669
C27 8.880 -1.922 -4.654
C28 2.816 8.492 -0.835
C29 -4.948 -8.356 -0.423
C30 6.713 -1.098 -5.213
C31 1.260 1.416 -0.345
C32 2.378 10.208 0.600
C33 -8.055 5.177 0.403
C34 8.695 -0.398 -4.392
C35 -8.906 -3.752 4.004
C36 -8.703 4.893 -0.949
C37 2.184 -6.547 -3.557
C38 5.067 -0.066 7.083
C39 1.798 9.070 1.099
C40 -2.807 0.292 -10.280
C41 -5.370 -9.931 1.390
C42 7.142 5.346 1.950
C43 0.179 5.026 8.616
C44 4.578 -1.912 5.614
C45 -0.151 4.248 7.359
C46 -8.885 6.270 -1.461
C47 8.381 3.758 0.571
C48 8.433 3.457 2.018
H1 9.455 -2.396 -3.859
H2 -2.353 5.828 -3.221
H3 -4.541 -7.455 0.036
H4 7.277 -3.205 -5.409
H5 9.398 3.935 0.221
H6 1.734 7.104 0.369
H7 7.101 -2.567 -3.768
H8 -5.992 -2.509 -2.622
H9 -5.031 -8.267 -1.506
H10 -5.488 -2.276 -4.327
H11 6.095 -4.484 0.504
H12 7.815 -6.491 0.274
H13 1.174 8.928 1.969
H14 5.786 0.618 6.633
H15 4.985 -1.806 4.608
H16 -10.353 -2.145 3.530
H17 9.957 -2.993 1.065
H18 -0.562 5.649 5.740
H19 2.720 -5.693 -3.143
H20 -3.586 4.633 -3.078
H21 0.385 -7.649 -3.091
H22 -8.939 -4.165 2.995
H23 2.727 -7.434 -3.232
H24 -9.797 6.489 -2.015
H25 -1.778 1.462 -7.472
H26 -2.345 -1.189 -7.552
H27 -3.420 2.235 -9.428
H28 2.317 11.211 0.995
H29 3.098 7.820 -1.632
H30 3.795 -0.043 5.236
H31 7.918 5.881 0.066
H32 -9.620 4.303 -0.954
H33 -6.976 5.134 0.256
H34 -0.904 -0.390 -8.288
H35 0.413 3.319 7.453
H36 0.484 4.320 9.389
H37 0.691 4.609 5.339
H38 -9.714 -2.345 5.250
H39 -2.020 4.165 -3.658
H40 3.666 10.459 -1.230
H41 7.910 2.897 0.099
H42 -7.963 6.602 -1.937
H43 -1.661 2.002 -9.691
H44 -0.900 -6.292 -4.723
H45 10.293 -5.499 0.785
H46 -5.515 -10.956 1.731
H47 -0.683 5.585 8.979
H48 6.752 -0.990 -6.297
H49 -1.174 3.899 7.220
H50 5.715 -0.927 -4.809
H51 6.089 5.563 2.131
H52 -11.799 -3.991 3.704
H53 -3.495 0.981 -7.482
H54 -11.921 -3.301 5.282
H55 -0.218 -4.779 -4.127
H56 -2.029 3.539 -1.469
H57 2.979 -0.885 6.527
H58 0.536 -6.058 -2.250
H59 9.249 -2.053 -5.671
H60 -7.896 -3.408 4.225
H61 -3.456 -9.780 0.269
H62 -7.906 4.426 -1.527
H63 4.754 0.419 8.007
H64 -4.727 -10.595 -0.583
H65 6.654 4.691 -0.090
H66 7.650 -2.246 1.040
H67 7.592 6.309 2.188
H68 -4.299 -2.507 -2.985
H69 -4.446 -0.459 -2.647
H70 -4.856 -9.405 2.194
H71 -8.424 4.509 1.181
H72 3.806 -2.657 5.422

Computed properties:
Net charge = -1
Highest occupied orbital energy = -7.00 eV
Orbital gap = 0.3113 hartree
Strongest force on any atom = 0.1007 hartree/bohr



[6]
# C16H38AlBCuO4P

C16H38AlBCuO4P as an isolated structure at a distorted geometry (ωB97M-V/def2-TZVPD, OMol25).

Cartesian coordinates (Å):
Cu1 -7.199 0.872 1.838
P1 -1.175 0.603 2.868
Al1 -2.642 -0.482 1.216
O1 -2.150 1.605 3.422
O2 -5.388 -0.063 2.812
O3 -5.454 1.107 0.842
O4 2.870 -2.648 0.055
C1 5.450 1.196 -0.798
C2 4.140 1.971 -0.887
C3 1.835 1.755 -1.958
C4 1.625 -3.195 -0.281
C5 -1.176 2.171 -1.940
C6 2.958 -1.258 -0.186
C7 -2.066 0.183 -0.568
C8 1.012 1.707 -3.240
C9 -2.748 -2.966 2.936
C10 -6.300 -1.194 2.618
C11 3.342 1.690 -2.171
C12 4.225 -0.730 0.486
C13 5.357 -0.305 -0.456
C14 -2.503 -2.433 1.519
C15 -0.465 1.364 -3.034
C16 -1.246 1.479 -0.577
B1 -4.638 0.274 1.661
H1 3.590 0.680 -2.512
H2 6.104 1.672 -0.063
H3 6.298 -0.577 0.025
H4 5.964 1.306 -1.758
H5 2.976 -1.081 -1.269
H6 -1.512 -0.643 -1.020
H7 1.445 0.911 -3.854
H8 -0.243 1.282 -0.189
H9 -3.673 -2.577 3.371
H10 -1.503 -2.749 1.203
H11 1.092 2.653 -3.780
H12 3.969 0.079 1.172
H13 -3.005 0.337 -1.115
H14 5.316 -0.899 -1.373
H15 -0.574 0.288 -2.875
H16 1.559 0.885 -1.348
H17 -0.660 3.130 -1.826
H18 3.506 1.789 -0.013
H19 -2.199 2.395 -2.255
H20 1.590 2.637 -1.355
H21 -2.836 -4.054 2.959
H22 -1.701 2.193 0.126
H23 4.586 -1.550 1.108
H24 -6.861 -0.984 1.665
H25 -0.978 1.576 -3.976
H26 -5.828 -2.162 2.464
H27 -6.921 -1.212 3.507
H28 4.374 3.039 -0.862
H29 2.058 -0.770 0.221
H30 -1.942 -2.680 3.614
H31 -3.201 -2.901 0.815
H32 1.759 -4.264 -0.429
H33 -0.022 1.197 2.330
H34 -0.730 -0.295 3.848
H35 -5.220 2.040 0.901
H36 1.220 -2.766 -1.207
H37 3.646 2.393 -2.950
H38 0.895 -3.020 0.521

Computed properties:
Net charge = +1
Highest occupied orbital energy (alpha / beta) = -11.58 / -11.58 eV
Spin multiplicity = 2
Orbital gap (alpha / beta) = 0.2525 / 0.1984 hartree
Strongest force on any atom = 0.0323 hartree/bohr



[7]
# C13H13NO2

One molecule with the formula C13H13NO2 (ωB97M-V/def2-TZVPD, OMol25).

Cartesian coordinates (Å):
O1 2.793 3.725 3.335
O2 -1.377 -2.633 0.114
N1 -0.080 -0.174 -0.604
C1 -1.257 -2.251 -1.202
C2 -1.739 -3.075 -2.205
C3 0.297 0.984 1.467
C4 -0.641 -1.029 -1.530
C5 1.992 2.804 2.733
C6 -0.525 -0.715 -2.887
C7 -1.614 -2.739 -3.542
C8 1.361 0.539 2.239
C9 0.931 3.259 1.957
C10 2.201 1.437 2.870
C11 -0.994 -1.552 -3.880
C12 -0.591 0.010 0.744
C13 0.098 2.353 1.333
H1 -2.216 -4.007 -1.926
H2 1.533 -0.521 2.348
H3 0.778 4.322 1.859
H4 -0.589 -0.955 1.250
H5 -0.046 0.217 -3.155
H6 3.484 3.277 3.838
H7 -1.625 0.390 0.727
H8 3.025 1.078 3.474
H9 0.226 0.697 -1.019
H10 -0.727 2.717 0.736
H11 -1.995 -3.402 -4.303
H12 -0.881 -1.269 -4.916
H13 -1.825 -3.487 0.145

Computed properties:
Highest occupied orbital energy = -7.56 eV
Orbital gap = 0.3066 hartree
Strongest force on any atom = 0.0090 hartree/bohr



[8]
# C12H18O

A 2-piece molecular cluster, C12H18O overall at a distorted geometry (ωB97M-V/def2-TZVPD, OMol25).

Cartesian coordinates (Å):
O1 2.399 -0.713 -0.989
C1 -0.820 -1.734 -0.650
C2 -0.912 -1.072 -2.027
C3 -0.580 0.419 -1.941
C4 -1.487 1.125 -0.932
C5 1.852 1.303 0.114
C6 1.960 -0.088 0.151
C7 1.411 1.991 1.241
C8 1.188 -0.087 2.439
C9 1.077 1.302 2.408
C10 1.628 -0.785 1.314
C11 -1.728 -1.028 0.359
C12 -1.396 0.463 0.445
H1 -0.364 0.579 0.830
H2 0.731 1.849 3.295
H3 -2.533 1.067 -1.289
H4 2.427 -1.686 -0.820
H5 -2.780 -1.142 0.036
H6 -1.216 2.196 -0.859
H7 0.929 -0.643 3.350
H8 -0.228 -1.575 -2.738
H9 -0.678 0.890 -2.938
H10 -1.943 -1.188 -2.412
H11 0.473 0.533 -1.618
H12 1.328 3.085 1.205
H13 2.118 1.831 -0.812
H14 1.715 -1.879 1.340
H15 -1.629 -1.499 1.356
H16 -2.079 0.966 1.156
H17 -1.091 -2.805 -0.723
H18 0.226 -1.675 -0.294

Computed properties:
Highest occupied orbital energy = -8.82 eV
Orbital gap = 0.3534 hartree
Strongest force on any atom = 0.0234 hartree/bohr



Q: What is the strongest force on any atom in the fourth record?
A: 0.0237 hartree/bohr



Q: strongest force on any atom of number 8 (C12H18O)?
A: 0.0234 hartree/bohr



Q: strongest force on any atom of number 1 (HNO2)?
A: 0.1324 hartree/bohr